169
Properties=species:S:1:pos:R:3:mulliken_charge:R:1 method="wB97M-V/def2-TZVPD" gap_ev=1.0 e_tot_ha=-5213.38190 charge=+2 homo_energy_ev=-10.115
Cu 13.610 -9.928 -3.989 0.698
Ca 17.598 -12.860 -5.557 1.594
O 15.984 -18.576 -4.259 -0.238
O 12.269 -5.177 -0.584 -0.399
O 14.220 -13.399 -3.823 -0.702
O 19.069 -14.421 -3.119 -0.194
O 7.072 -18.234 -8.352 -0.479
O 8.319 -20.062 1.520 -0.529
O 7.664 -9.640 6.210 -0.312
O 16.452 -19.254 0.233 -0.463
O 8.387 -8.987 -0.708 -0.253
O 13.587 -10.505 2.956 -0.352
N 10.262 -10.659 3.977 -0.251
N 17.814 -16.183 -4.630 0.056
N 7.652 -19.010 0.836 0.141
N 7.292 -17.217 -9.258 0.119
N 17.648 -19.287 0.882 0.654
N 11.222 -8.425 -1.698 -0.308
C 11.377 -5.975 -1.343 -0.669
C 17.170 -17.010 1.719 -1.867
C 7.162 -16.694 -0.930 -0.667
C 17.067 -16.836 -5.668 -0.866
C 13.111 -13.863 -3.016 -0.587
C 8.616 -16.584 -8.900 1.510
C 14.612 -18.294 -4.619 -0.769
C 8.596 -19.760 -1.349 -1.555
C 18.741 -21.002 -0.443 -1.960
C 11.363 -7.397 -0.701 -0.444
C 8.197 -17.704 1.184 2.040
C 9.883 -17.564 -8.788 -1.819
C 19.717 -20.312 1.671 -1.277
C 12.579 -11.374 3.432 -0.475
C 7.304 -8.857 7.320 -0.749
C 7.358 -19.291 -0.625 1.409
C 13.552 -5.040 -1.214 -0.731
C 19.600 -15.747 -3.147 -0.808
C 7.040 -8.906 -0.457 -0.877
C 5.346 -15.848 -8.409 -1.651
C 7.387 -16.557 0.576 -1.202
C 6.530 -18.057 -1.220 -1.164
C 6.377 -15.429 -10.737 -1.050
C 5.084 -17.492 -10.215 -1.953
C 16.457 -18.903 3.071 -1.674
C 17.592 -18.418 2.079 1.372
C 18.379 -20.574 0.992 1.451
C 19.808 -13.634 -2.166 -0.685
C 8.969 -15.728 -10.181 -1.265
C 8.092 -17.644 2.684 -2.452
C 8.430 -15.692 -7.620 -1.752
C 9.110 -10.849 4.834 -0.795
C 14.457 -10.942 1.861 -0.869
C 19.119 -16.659 -4.249 -0.701
C 6.411 -20.484 -0.716 -1.850
C 8.998 -9.797 5.893 -0.406
C 17.611 -21.742 1.640 -1.622
C 18.962 -18.298 2.799 -1.168
C 9.923 -8.409 -2.404 -1.272
C 11.584 -10.949 4.505 -0.392
C 9.682 -17.460 0.773 -1.844
C 16.921 -18.437 -5.341 -0.672
C 6.122 -16.454 -9.565 1.530
C 8.628 -8.073 -1.785 -0.234
C 19.685 -19.570 2.982 -0.687
C 7.811 -14.730 -10.644 -0.810
H 17.250 -16.399 -3.820 0.238
H 12.324 -14.486 -3.442 0.237
H 14.187 -11.355 0.889 0.303
H 15.039 -10.047 1.642 0.305
H 7.906 -15.648 0.877 0.407
H 11.614 -5.951 -2.407 0.432
H 8.904 -18.130 3.226 0.624
H 8.151 -10.810 4.317 0.504
H 8.259 -16.593 2.920 0.505
H 16.576 -21.998 1.414 0.269
H 7.867 -13.911 -9.927 0.332
H 16.632 -18.985 -6.237 0.395
H 5.902 -15.105 -7.838 0.351
H 4.771 -18.256 -9.503 0.430
H 16.733 -19.761 3.684 0.304
H 9.028 -11.793 5.373 0.253
H 18.798 -17.934 3.813 0.374
H 10.051 -18.068 -9.740 0.413
H 9.390 -15.588 -7.115 0.426
H 12.082 -11.776 2.549 0.266
H 17.857 -21.116 -1.071 0.469
H 4.431 -15.288 -8.605 0.424
H 20.876 -13.591 -2.382 0.348
H 20.703 -19.432 3.345 0.387
H 4.192 -16.921 -10.473 0.470
H 9.153 -16.417 -11.005 0.448
H 11.526 -11.706 5.287 0.367
H 19.250 -21.946 -0.639 0.396
H 19.730 -13.980 -1.136 0.241
H 19.410 -16.279 -2.215 0.475
H 20.353 -19.775 0.967 0.384
H 20.657 -15.684 -3.406 0.392
H 14.416 -17.235 -4.786 0.220
H 5.477 -17.952 -0.958 0.392
H 8.236 -19.963 2.471 0.365
H 16.905 -16.447 2.614 0.398
H 16.162 -16.302 -5.959 0.332
H 19.087 -17.704 -3.941 0.275
H 18.228 -22.596 1.363 0.482
H 6.328 -8.927 -1.283 0.341
H 13.861 -5.882 -1.833 0.256
H 9.368 -18.994 -1.288 0.376
H 8.078 -14.666 -7.722 0.277
H 7.839 -7.915 7.440 0.315
H 12.272 -7.677 -0.170 0.503
H 7.754 -16.160 -6.904 0.386
H 10.097 -18.462 0.673 0.438
H 13.217 -12.167 3.822 0.283
H 14.355 -18.790 -5.554 0.351
H 7.240 -19.013 -8.888 0.368
H 9.914 -15.224 -9.980 0.441
H 10.379 -5.602 -1.114 0.249
H 8.063 -16.478 -1.504 0.321
H 11.984 -10.041 4.957 0.274
H 8.512 -19.778 -2.435 0.408
H 17.750 -16.739 -6.511 0.470
H 5.713 -14.591 -10.524 0.307
H 13.485 -4.272 -1.984 0.337
H 19.385 -20.286 -0.953 0.335
H 11.107 -9.223 -1.089 0.351
H 20.153 -21.294 1.854 0.406
H 10.690 -7.357 0.156 0.257
H 17.952 -16.346 1.352 0.276
H 6.853 -21.383 -0.288 0.383
H 13.940 -18.853 -3.967 0.294
H 16.238 -17.139 1.170 0.508
H 9.721 -18.350 -8.050 0.434
H 9.350 -8.810 5.592 0.331
H 6.283 -8.585 7.053 0.252
H 6.544 -18.173 -2.304 0.444
H 7.182 -17.935 3.208 0.394
H 6.701 -7.919 -0.143 0.356
H 7.365 -9.506 8.193 0.281
H 6.093 -20.542 -1.758 0.434
H 19.385 -12.631 -2.229 0.237
H 9.546 -10.168 6.759 0.281
H 8.031 -14.216 -11.580 0.437
H 5.445 -20.297 -0.248 0.421
H 10.838 -17.136 -8.484 0.393
H 8.809 -7.047 -1.465 0.244
H 17.916 -18.785 -5.063 0.433
H 9.873 -9.369 -2.918 0.452
H 13.671 -14.340 -2.212 0.231
H 17.677 -21.725 2.728 0.363
H 16.259 -18.148 3.832 0.503
H 5.158 -16.657 -7.703 0.392
H 6.047 -15.725 -11.733 0.472
H 19.197 -20.206 3.721 0.334
H 15.555 -19.100 2.492 0.393
H 19.606 -17.647 2.207 0.369
H 6.407 -15.992 -1.286 0.388
H 12.551 -13.084 -2.498 0.234
H 9.762 -17.090 -0.249 0.265
H 6.480 -16.654 1.171 0.402
H 14.236 -4.918 -0.374 0.282
H 8.994 -20.696 -0.957 0.317
H 7.950 -8.123 -2.637 0.411
H 15.258 -11.514 2.329 0.383
H 6.743 -9.531 0.385 0.276
H 10.351 -17.030 1.519 0.388
H 16.661 -18.930 -0.646 0.300
H 5.330 -18.075 -11.103 0.419
H 10.005 -11.209 3.169 0.205
H 10.309 -7.769 -3.197 0.506
H 19.791 -16.616 -5.106 0.395